# 1
Density functional theory data (wB97M-V/def2-TZVPD) for an isolated ion of composition C4H7N2S and charge +1.

Cartesian coordinates (Å):
S: -1.89876 1.94863 1.10636
N: 0.83975 0.33118 -0.75149
N: -0.20391 -1.68676 -0.14651
C: -0.33085 1.85228 0.83066
C: 0.93123 1.46133 0.17243
C: -1.39057 -1.17462 -0.01991
C: 0.94728 -0.91978 -0.33113
H: -1.32401 -0.06862 0.01454
H: 1.13893 2.40240 -0.49114
H: 0.01278 0.37724 -1.33648
H: 1.82785 -1.34852 -0.01712
H: 1.73345 1.43232 1.02552
H: -0.14944 -2.65012 0.13447
H: -2.13373 -1.95696 -0.19020

Properties
<S²> = 2.026
Strongest force on any atom = 3.146 eV/Å
Energy relative to the best compared isomer or geometry (same formula, charge and spin) = 2.363 eV
2S+1 = 3
E_HOMO (alpha / beta) = -11.3 / -14.6 eV
Lowest unoccupied orbital energy (alpha / beta) = -4.484 / -5.849 eV
HOMO-LUMO gap (alpha / beta) = 6.77 / 8.80 eV
Net charge = +1

List of Löwdin charges in e, atom by atom: number 1, S, carries 0.80; number 2, N, carries 0.01; number 3, N, carries 0.04; number 4, C, carries -0.57; number 5, C, carries -0.24; number 6, C, carries 0.10; number 7, C, carries -0.06; number 8, H, carries 0.00; number 9, H, carries 0.17; number 10, H, carries 0.14; number 11, H, carries 0.13; number 12, H, carries 0.17; number 13, H, carries 0.17; number 14, H, carries 0.13

=====

# 2
Density functional theory data (wB97M-V/def2-TZVPD) for an isolated ion of composition C8H13F3NO3S and charge +1.

Cartesian coordinates (Å):
S: 2.12023 -0.47798 0.84815
F: -3.01901 0.47890 2.43883
F: -3.28472 3.58433 1.25043
F: -5.09550 2.42775 1.14307
O: 2.35972 -1.87874 0.90189
O: 1.52249 0.11690 1.99301
O: 0.83866 -1.82157 -2.22155
N: 1.09023 -0.13076 -0.57812
C: -0.09285 -2.07624 -1.13482
C: 1.66233 -0.74639 -1.88200
C: -0.31277 -0.68810 -0.61258
C: -1.29077 -0.40400 0.53001
C: -3.79460 2.37656 1.24238
C: -3.02317 1.24798 1.32202
C: -2.16179 0.81060 0.17362
C: 3.62878 0.37177 0.46284
H: -0.73647 -0.13834 -1.46082
H: 2.67425 -1.13231 -1.77119
H: -2.75704 0.63757 -0.72364
H: 1.07982 0.88502 -0.68773
H: 1.55185 0.05017 -2.61795
H: -1.46470 1.64221 -0.02633
H: -1.92845 -1.27865 0.65220
H: 0.48506 -2.73194 -0.48190
H: 4.30506 -0.32409 -0.02311
H: -0.99405 -2.57023 -1.48026
H: -0.80626 -0.20595 1.48243
H: 3.41463 1.24873 -0.14878
H: 4.02906 0.72679 1.40990

Properties
Strongest force on any atom = 2.999 eV/Å
Energy relative to the best compared isomer or geometry (same formula, charge and spin) = 3.800 eV
E_HOMO = -11.0 eV
Lowest unoccupied orbital energy = -3.591 eV
HOMO-LUMO gap = 7.36 eV
SMILES = CS(=O)(=O)[N@H+]1COC[C@H]1CCC(F)=C(F)F
Net charge = +1

List of Löwdin charges in e, atom by atom: number 1, S, carries 0.68; number 2, F, carries 0.07; number 3, F, carries 0.17; number 4, F, carries 0.19; number 5, O, carries -0.22; number 6, O, carries -0.23; number 7, O, carries -0.06; number 8, N, carries -0.06; number 9, C, carries -0.07; number 10, C, carries -0.11; number 11, C, carries -0.24; number 12, C, carries -0.11; number 13, C, carries -0.29; number 14, C, carries -0.21; number 15, C, carries -0.12; number 16, C, carries -0.09; number 17, H, carries 0.16; number 18, H, carries 0.14; number 19, H, carries 0.13; number 20, H, carries 0.17; number 21, H, carries 0.15; number 22, H, carries 0.13; number 23, H, carries 0.14; number 24, H, carries 0.13; number 25, H, carries 0.09; number 26, H, carries 0.16; number 27, H, carries 0.11; number 28, H, carries 0.08; number 29, H, carries 0.09

=====

# 3
Density functional theory data (wB97M-V/def2-TZVPD) for C26H18IrNO6PSe3Te as an isolated structure.

Cartesian coordinates (Å):
Ir: 0.46992 1.28928 1.31288
Te: 1.57030 2.97711 2.95793
Se: -0.05108 0.15441 5.27943
Se: -0.29287 2.26467 4.81452
Se: 3.60013 2.12071 3.83137
P: -0.77874 0.06478 -0.15409
O: 1.07057 -0.46569 2.80126
O: -1.26355 2.04628 2.12455
O: 2.53173 -2.18833 2.88276
O: -2.77922 1.27517 3.51705
O: 2.78963 3.33432 -1.50837
O: 1.75932 3.24017 0.45633
N: 2.25262 0.63927 0.67530
C: -0.57389 -2.47999 -1.38446
C: -0.61341 -4.51492 -0.10695
C: -3.38349 -0.08086 -0.99522
C: -5.32125 0.63268 0.21030
C: 2.96068 1.32685 -0.22737
C: -1.03728 1.80896 -2.32217
C: -0.76429 -2.40352 1.01711
C: 4.55976 -0.45509 -0.40939
C: 1.35327 0.98783 -3.46680
C: 3.90515 -1.12803 0.57854
C: -3.13397 0.88365 1.20137
C: -4.75180 0.08401 -0.92880
C: 4.10682 0.82598 -0.80061
C: 2.08708 -1.06009 2.29878
C: -0.34375 0.72696 -1.78202
C: 0.66468 2.06659 -3.99790
C: -0.53287 2.46678 -3.42927
C: 2.74941 -0.55905 1.16823
C: -0.72964 -3.78371 1.06609
C: -2.34087 1.39850 2.38541
C: -2.56408 0.34056 0.05021
C: 2.48305 2.74986 -0.49198
C: 0.86399 0.32880 -2.35663
C: -4.51826 1.01005 1.27107
C: -0.68166 -1.74632 -0.20921
C: -0.53628 -3.86211 -1.32668
H: -0.80289 -4.29136 2.01617
H: -0.52738 -1.97387 -2.33810
H: -6.39160 0.76014 0.27104
H: 1.98992 -2.34401 3.67046
H: -0.44959 -4.43099 -2.24041
H: 1.41781 -0.48928 -1.91434
H: -5.37236 -0.22406 -1.75642
H: 4.23518 -2.08107 0.95657
H: 5.44021 -0.87580 -0.86851
H: 2.28829 0.67692 -3.90546
H: 4.64897 1.42852 -1.50912
H: -1.96137 2.13882 -1.86754
H: -4.94654 1.41792 2.17339
H: -1.06625 3.31138 -3.83752
H: -0.84326 -1.81940 1.92358
H: -2.92588 -0.53154 -1.86384
H: -0.58898 -5.59417 -0.07130
H: 1.06989 2.60537 -4.84121

Properties
<S²> = 0.856
Strongest force on any atom = 5.648 eV/Å
Energy relative to the best compared isomer or geometry (same formula, charge and spin) = 4.476 eV
2S+1 = 2
E_HOMO (alpha / beta) = -7.0 / -7.2 eV
Lowest unoccupied orbital energy (alpha / beta) = -2.764 / -2.580 eV
HOMO-LUMO gap (alpha / beta) = 4.24 / 4.67 eV
Net charge = 0

List of Löwdin charges in e, atom by atom: number 1, Ir, carries 0.87; number 2, Te, carries 0.63; number 3, Se, carries 0.32; number 4, Se, carries 0.24; number 5, Se, carries -0.17; number 6, P, carries 0.96; number 7, O, carries -0.25; number 8, O, carries -0.35; number 9, O, carries 0.14; number 10, O, carries -0.01; number 11, O, carries 0.08; number 12, O, carries -0.32; number 13, N, carries -0.05; number 14, C, carries -0.08; number 15, C, carries -0.08; number 16, C, carries -0.09; number 17, C, carries -0.06; number 18, C, carries -0.19; number 19, C, carries -0.07; number 20, C, carries -0.09; number 21, C, carries -0.02; number 22, C, carries -0.07; number 23, C, carries 0.03; number 24, C, carries -0.12; number 25, C, carries -0.07; number 26, C, carries 0.05; number 27, C, carries -0.44; number 28, C, carries -0.35; number 29, C, carries -0.07; number 30, C, carries -0.06; number 31, C, carries -0.17; number 32, C, carries -0.07; number 33, C, carries -0.64; number 34, C, carries -0.28; number 35, C, carries -0.63; number 36, C, carries -0.12; number 37, C, carries -0.01; number 38, C, carries -0.33; number 39, C, carries -0.07; number 40, H, carries 0.11; number 41, H, carries 0.10; number 42, H, carries 0.11; number 43, H, carries 0.14; number 44, H, carries 0.11; number 45, H, carries 0.10; number 46, H, carries 0.11; number 47, H, carries 0.13; number 48, H, carries 0.11; number 49, H, carries 0.11; number 50, H, carries 0.13; number 51, H, carries 0.11; number 52, H, carries 0.12; number 53, H, carries 0.11; number 54, H, carries 0.10; number 55, H, carries 0.11; number 56, H, carries 0.10; number 57, H, carries 0.11